(1)
DFT (ωB97M-V/def2-TZVPD) results for a single C3H5NO2S molecule.

Element x y z (Å)
1 C -0.049 1.634 0.201
2 N 0.082 0.316 -0.245
3 C -0.878 -0.682 -0.224
4 S -2.455 -0.329 0.169
5 O 1.144 -0.002 -0.961
6 C 2.298 -0.347 -0.196
7 O 2.385 -0.556 1.031
8 H -1.069 1.753 0.666
9 H 0.552 1.952 1.041
10 H 0.054 2.284 -0.683
11 H -0.506 -1.789 -0.457
12 H 3.212 -0.317 -0.805

Properties
Orbital gap (eV): 8.968
Charge: 0
Spin multiplicity: 1
HOMO level (eV): -8.7
SMILES: CN(C=S)OC=O
Relative energy (zero: lowest compared OMol25 entry of this formula, charge and spin) (kJ/mol): 295.71

(2)
DFT (ωB97M-V/def2-TZVPD) results for a single C3H5NO2S molecule.

Element x y z (Å)
1 C -0.554 1.235 -0.116
2 C -0.091 -0.210 -0.527
3 C 0.203 -0.745 0.865
4 N 0.377 2.184 0.004
5 O -1.728 1.436 0.166
6 O 0.061 3.232 0.681
7 S 1.334 0.339 1.764
8 H -0.857 -0.790 -1.038
9 H 0.718 0.035 -1.168
10 H -0.817 -0.851 1.488
11 H 0.677 -1.633 0.749
12 H -0.872 3.021 1.022

Properties
Orbital gap (alpha / beta) (eV): 6.439 / 6.380
Charge: 0
Spin multiplicity: 1
HOMO level (alpha / beta) (eV): -9.3 / -9.2
Relative energy (zero: lowest compared OMol25 entry of this formula, charge and spin) (kJ/mol): 480.46

Question: Which of these has the lowest relative energy (zero: lowest compared OMol25 entry of this formula, charge and spin)?
Answer: number 1